DFT (wB97M-V/def2-TZVPD) results for a structure of composition C30H28AuGeN7O7.

Geometry (Å):
N: 0.081 -3.513 -0.140
N: 5.499 1.315 -2.871
H: -2.841 -2.470 3.609
O: 6.821 4.119 0.969
H: 0.144 -4.672 2.133
H: -4.795 -1.936 -3.961
C: -4.513 -1.452 -1.883
O: 0.882 2.368 0.856
C: 1.457 -3.518 0.164
C: 4.805 1.691 -1.634
H: -5.169 3.963 -0.623
N: 2.310 -3.675 -0.765
C: -2.473 -0.250 -1.312
N: 5.605 3.807 1.259
H: -2.220 1.575 4.865
H: 3.792 -3.582 1.804
O: 3.033 0.307 -2.230
H: -1.337 5.823 -1.064
H: -2.079 -4.444 -0.903
C: -1.319 3.726 -0.635
O: 4.910 1.421 -3.928
C: -0.509 -3.180 -1.349
C: -3.327 5.041 -0.876
O: 5.012 4.239 2.311
H: 1.105 -3.994 3.436
H: -2.832 -0.762 5.403
C: -1.943 4.944 -0.880
C: -1.937 0.240 1.748
H: -1.213 0.206 -2.985
C: 1.157 -4.390 2.421
C: -4.151 -1.468 -3.225
C: -4.085 3.903 -0.632
C: -2.144 -0.257 -2.670
C: -2.585 -0.484 4.385
H: -0.240 3.685 -0.609
H: 3.175 -1.964 1.316
C: -2.061 2.571 -0.393
C: 2.877 1.734 -0.220
N: 0.016 -2.468 -2.278
C: -3.680 -0.847 -0.947
C: 1.465 1.543 0.157
H: -4.071 1.812 -0.223
C: -2.269 -1.074 2.077
H: -1.631 2.201 2.555
C: 5.519 2.499 -0.780
H: -0.587 -2.460 -3.089
Ge: -1.303 0.761 -0.041
H: -5.445 -1.908 -1.569
C: 4.912 2.974 0.388
H: -2.680 -0.851 -4.663
H: -2.451 -3.196 -2.052
C: -3.454 2.689 -0.401
O: 0.855 -0.727 0.674
H: 3.256 -3.658 -0.398
C: 3.587 2.603 0.619
C: 3.491 1.196 -1.396
H: 3.091 3.003 1.491
C: -2.246 0.828 4.081
H: 1.761 -5.313 2.439
H: -0.489 -3.243 0.649
C: 2.972 -2.851 1.911
H: 6.533 2.792 -1.008
C: -2.962 -0.859 -3.616
H: -3.985 -0.841 0.096
N: -1.796 -3.638 -1.427
C: -2.592 -1.439 3.377
H: 2.929 -2.538 2.955
C: 0.655 0.273 -0.129
C: -1.925 1.180 2.777
O: 6.676 0.995 -2.791
N: 1.685 -3.382 1.537
H: -2.276 -1.834 1.302
H: -3.810 5.993 -1.061
Au: 1.356 -0.885 -2.109

Cartesian forces (eV/Å) of the 3 atoms listed first:
0.1 -0.2 0.2
-0.1 0.3 0.1
0.0 0.0 0.0

Output
Spin multiplicity: 3
⟨S²⟩: 2.03
Charge: -2
LUMO level (spin up / spin down) in Ha: 0.1372 / 0.1371
Energy relative to the best compared isomer or geometry (same formula, charge and spin) in kcal/mol: 2.2

***

DFT (wB97M-V/def2-TZVPD) results for a structure of composition C30H28B2Cl3F4N6O8Zr.

Geometry (Å):
C: -2.791 2.031 1.490
O: -0.904 1.036 -1.116
C: 4.665 -1.111 1.312
F: 4.136 1.434 -2.664
C: -1.501 1.830 1.974
Zr: 0.276 -0.672 -0.429
H: 1.918 -3.884 2.715
C: 3.262 -1.250 0.841
N: 1.174 -0.430 -2.466
C: -2.323 4.365 1.213
C: 2.656 3.035 3.958
Cl: -1.698 -2.619 4.096
Cl: -6.876 2.574 -3.736
H: -3.732 -2.513 2.979
O: 0.034 -2.698 1.102
C: -0.138 -3.602 -3.780
C: 0.441 -2.566 -2.891
H: -4.495 3.836 -2.895
C: -3.205 3.298 1.118
O: -1.486 -0.515 1.464
H: 0.853 -1.352 -5.473
H: 3.389 -3.991 1.736
H: 5.224 -0.439 0.670
H: 4.682 -0.741 2.339
H: 3.362 -2.928 3.148
C: -1.067 0.488 2.416
C: -1.026 4.159 1.661
N: -0.327 0.237 3.383
H: 4.566 2.299 3.315
H: -0.326 4.985 1.703
C: 3.034 1.887 1.881
N: 0.413 -2.657 -1.611
H: 3.029 3.435 4.891
F: 1.492 -4.408 0.251
H: -2.385 2.884 -1.974
C: -5.300 0.534 -2.962
H: -6.127 -0.105 -3.237
O: -2.816 -2.152 0.778
H: -4.013 -1.062 -2.328
C: 1.657 -1.219 -4.746
C: -5.413 1.911 -3.110
C: -4.376 2.770 -2.763
C: -1.850 0.297 -1.561
H: 0.435 2.110 -0.021
H: 1.936 1.597 -0.396
F: 3.760 -0.850 -2.880
N: 2.754 -0.693 -0.207
C: -3.206 2.238 -2.257
C: 2.761 -3.322 2.324
H: 2.130 -0.254 -4.892
C: 3.513 2.388 3.082
C: 2.310 -2.184 1.493
C: 1.102 -1.328 -3.377
C: 0.823 2.683 2.429
B: 0.163 -4.047 0.250
O: -1.659 -0.959 -1.464
B: 3.398 0.356 -2.309
C: 1.688 2.011 1.567
N: 1.114 -1.869 1.160
F: -0.696 -4.915 0.816
C: -0.597 2.893 2.045
H: 3.711 1.458 1.157
H: -2.640 5.359 0.925
O: 1.950 0.673 -2.654
C: -2.921 -1.807 3.110
H: 5.146 -2.091 1.306
H: -3.480 1.200 1.419
C: -2.410 -1.532 1.698
H: -0.065 -3.326 -4.827
N: 1.190 1.505 0.297
H: -0.109 -0.751 3.491
H: 0.647 3.709 4.290
Cl: -3.590 -0.366 3.880
C: 1.323 3.192 3.620
C: -4.126 0.006 -2.461
O: 3.538 0.228 -0.803
H: 2.393 -2.007 -4.907
C: -3.079 0.857 -2.110
O: -0.274 -3.711 -1.121
H: -4.213 3.452 0.757
H: 0.370 -4.555 -3.617
H: -1.182 -3.758 -3.504

Cartesian forces (eV/Å) of the 3 atoms listed first:
0.0 0.0 0.0
-0.1 0.1 0.1
0.0 0.0 0.0

Output
Charge: +1
LUMO level in Ha: -0.1445

***

DFT (wB97M-V/def2-TZVPD) results for a structure of composition C30H28Cl2F2MoN3O.

Geometry (Å):
H: -1.674 -2.242 -5.739
H: -2.298 -0.049 -1.402
H: 4.206 2.953 3.831
H: 3.532 0.686 4.529
H: 3.783 -0.737 -3.373
C: -4.806 -1.657 0.224
C: 3.376 -0.961 -2.386
Cl: -0.759 3.630 -1.782
H: 1.704 2.497 0.386
C: 0.796 -1.492 2.230
C: 2.109 1.171 -2.351
H: -5.275 -0.844 0.777
H: -0.496 0.597 -2.768
H: -5.398 -1.873 -0.665
H: 2.056 -3.665 5.198
H: -3.942 -0.386 -1.996
H: -3.578 5.072 1.860
C: 0.301 -2.774 2.415
C: 2.187 -1.788 4.163
C: -1.942 2.137 1.723
C: 3.008 2.914 2.049
C: 2.259 0.378 2.833
N: -0.478 1.236 0.008
C: -0.272 -0.279 -3.363
C: -1.506 3.430 -0.237
H: 2.883 1.541 -1.676
H: -2.468 5.330 -0.340
H: -0.419 -3.220 1.743
C: 3.519 2.382 3.223
H: 3.370 -2.043 -2.256
C: 2.134 2.143 1.313
H: -3.243 2.998 3.183
C: 1.761 -0.978 3.113
C: -2.323 4.437 0.250
H: -2.164 -0.241 -4.364
C: -2.760 3.129 2.226
C: -0.942 -1.873 -5.034
C: -3.338 -0.168 -1.116
C: 3.145 1.111 3.620
C: 1.702 -3.063 4.374
C: 0.969 -0.905 -3.229
C: 0.760 -3.529 3.482
H: 1.183 1.684 -2.118
C: -2.943 4.285 1.480
Mo: 0.320 -0.246 0.500
C: 1.230 -2.024 -4.009
H: -2.630 -2.683 1.038
H: 2.399 1.423 -3.372
C: 1.467 -0.741 -0.856
H: 2.181 -2.531 -3.937
H: -3.706 0.744 -0.643
H: 4.052 -0.538 -1.642
Cl: -1.724 0.669 2.634
C: 1.980 -0.348 -2.220
F: 0.273 -4.763 3.657
H: 3.274 3.901 1.704
H: -4.766 -2.546 0.848
H: 0.509 -3.374 -5.506
H: 1.836 -1.722 -0.494
O: -1.221 -1.608 0.052
C: -1.216 -0.753 -4.258
C: -1.283 2.255 0.495
N: 1.770 0.911 1.692
N: -3.458 -1.275 -0.177
C: -2.409 -1.873 0.335
C: 0.282 -2.504 -4.905
F: 3.118 -1.349 5.028

Cartesian forces (eV/Å) of the 3 atoms listed first:
0.0 0.0 0.0
0.0 0.0 0.0
0.0 0.0 0.0

Output
Charge: +1
LUMO level in Ha: -0.1179
Energy relative to the best compared isomer or geometry (same formula, charge and spin) in kcal/mol: 0.0

***

DFT (wB97M-V/def2-TZVPD) results for a structure of composition C30H28Cl2FN6O3STi.

Geometry (Å):
C: -3.196 2.997 4.263
C: -1.624 -2.827 -1.116
H: 3.086 1.042 1.551
C: -1.330 -2.670 1.253
H: -2.570 2.054 -2.402
C: -1.219 -0.405 2.260
C: -1.404 -1.483 -1.213
C: 0.546 5.025 -1.587
H: 1.447 0.195 -4.596
H: 2.349 5.828 -2.435
Ti: -0.497 1.345 0.042
C: -1.678 1.640 -2.862
C: -1.173 -1.296 1.101
C: 2.044 -3.582 -0.585
C: -2.029 1.895 2.482
H: 0.188 -5.745 -1.348
C: -0.599 1.268 -2.058
H: 2.135 -3.369 1.388
C: -0.531 0.974 -4.837
C: -3.428 4.088 3.444
N: 1.984 -4.055 0.668
C: 0.573 0.599 -4.099
Cl: -4.304 5.478 4.023
H: 3.735 3.895 -1.567
C: 1.891 5.029 -1.867
H: -0.116 5.819 -1.907
H: 1.158 -0.564 3.318
C: -1.409 4.008 -0.405
H: -2.299 1.045 4.427
N: -1.669 2.882 0.386
H: -2.503 1.786 -4.863
H: 2.001 -5.679 1.953
H: 2.662 -1.172 2.584
C: 1.834 -6.344 -0.099
F: -0.500 0.822 -6.191
C: -2.495 1.894 3.788
C: 2.070 2.938 -0.687
H: 1.407 -7.327 0.098
H: 1.611 1.691 2.286
C: -1.579 -3.462 0.160
C: 2.154 -0.285 2.973
H: 0.428 -5.359 1.215
O: -2.194 4.926 -0.616
H: 2.919 -6.444 -0.180
C: 2.670 3.942 -1.384
H: 1.649 -0.475 0.430
N: 1.820 -4.447 -1.595
N: -1.180 -0.666 -0.147
H: 1.401 0.454 -2.153
S: 2.491 -1.994 -0.924
N: -1.339 0.892 1.826
H: -1.316 -3.059 2.264
Cl: -3.751 2.975 5.914
C: -2.971 4.099 2.130
C: 1.279 -5.781 -1.396
H: -1.848 -3.387 -2.016
C: -1.660 1.499 -4.248
O: 1.287 0.367 0.786
C: 0.524 0.758 -2.720
H: -1.432 -1.000 -2.179
C: -2.279 3.005 1.638
H: -1.794 -4.517 0.269
O: -1.199 -0.803 3.432
N: 0.738 2.908 -0.392
C: -0.017 3.988 -0.852
C: 2.084 0.786 1.905
H: 2.729 0.087 3.823
H: 1.560 -6.401 -2.248
C: 1.506 -5.380 1.030
H: -3.157 4.952 1.494
H: 1.674 -3.995 -2.484
H: 2.654 2.094 -0.345

Cartesian forces (eV/Å) of the 3 atoms listed first:
0.0 0.0 0.0
0.0 0.0 0.0
0.0 0.0 0.0

Output
Spin multiplicity: 3
⟨S²⟩: 2.04
Charge: -1
LUMO level (spin up / spin down) in Ha: 0.0716 / 0.0716